Below is a structure of composition CH4IOP, with properties calculated with ωB97M-V/def2-TZVPD.

Properties
E_HOMO   -0.3371 hartree
Charge   0
Kohn-Sham gap   9.25 eV
Relative energy (zero: lowest compared OMol25 entry of this formula, charge and spin)   30.9 kcal/mol
2S+1   1
F_max   0.0559 Eh/bohr
Lowest unoccupied orbital energy   0.082 eV

```
8
Properties=species:S:1:pos:R:3:mulliken_charge:R:1
C 0.342 0.827 0.634 -0.52
O 0.661 -0.519 0.302 -0.30
P -0.094 -1.009 -1.120 0.00
I -0.658 2.153 -0.839 0.03
H 1.350 1.238 0.871 0.30
H -0.353 0.827 1.411 0.34
H 0.289 -2.350 -0.613 0.06
H -1.537 -1.168 -0.646 0.09
```